Density functional theory data (ωB97M-V/def2-TZVPD) for a structure of composition C13H19Cl2NSn.

Geometry as XYZ:
```
36
Properties=species:S:1:pos:R:3:forces:R:3
Sn 2.199 -2.261 0.635 -0.08 -0.20 -0.76
Cl 2.902 -2.440 -1.697 -0.23 0.01 0.68
Cl 0.893 -4.273 0.793 0.21 0.34 -0.01
C -0.599 -0.691 -0.950 3.50 -4.61 3.21
H 0.365 -0.643 -1.500 -0.23 -0.11 0.56
H -0.792 -1.993 -0.843 0.13 3.70 -0.48
C -1.015 1.580 -1.633 -3.19 -2.34 1.59
C -1.597 0.094 -1.614 -0.89 2.32 -0.87
H -1.238 2.198 -0.763 0.15 -0.07 -0.29
C -1.876 -0.466 -3.023 1.05 0.07 0.99
H -2.406 -0.042 -0.908 -1.10 0.79 -0.41
C -0.615 -0.274 -3.879 0.08 -0.28 0.03
H -2.122 -1.509 -2.852 0.12 -0.36 -0.33
H -2.726 -0.033 -3.497 -0.70 0.68 -0.34
C -0.198 1.192 -3.972 -0.27 0.33 0.42
H 0.227 -0.871 -3.478 -0.45 0.13 -0.30
H -0.825 -0.616 -4.894 0.16 -0.20 -0.01
C -0.018 1.897 -2.582 1.83 0.33 -2.07
H 0.726 1.283 -4.544 0.05 -0.01 0.04
H -0.968 1.709 -4.558 0.02 0.15 0.19
H 0.981 1.584 -2.195 -0.13 0.15 -0.15
H 0.049 2.984 -2.740 0.13 -0.20 0.05
N -0.112 0.968 1.681 -0.42 0.58 -0.38
C 0.238 0.541 2.866 0.82 0.45 1.38
C 0.137 -0.864 3.168 0.79 -0.29 1.17
C 0.705 -1.402 4.342 -0.72 1.33 -1.15
C 1.293 -0.540 5.290 0.12 -1.35 0.20
C 1.348 0.823 5.065 -0.31 1.56 -0.51
C 0.825 1.395 3.900 0.02 -1.44 0.18
H -0.442 -0.306 0.146 -0.17 -0.85 -2.22
H 0.011 1.983 1.532 0.07 -0.55 0.42
H -0.357 -1.508 2.454 -0.04 -0.05 -0.10
H 0.651 -2.464 4.499 0.01 -0.21 0.15
H 1.711 -0.984 6.212 -0.26 0.43 -0.60
H 1.784 1.490 5.819 -0.14 -0.35 -0.31
H 0.859 2.459 3.722 0.08 0.11 0.03
```
Positions in Å, forces in eV/Å.

Charge: 0
Frontier orbital gap (alpha / beta): 0.279 / 0.197 Ha
Max |F|: 0.129 Eh/bohr